The following is a quantum chemistry calculation of a cluster of 2 separate species, C5H9P in total in a non-equilibrium geometry, from the Open Molecules 2025 dataset.

Structure (XYZ):
```
15
Properties=species:S:1:pos:R:3
C 0.553 -0.463 -2.134
C 1.306 1.667 -0.284
C -0.013 1.120 0.140
C 1.280 0.438 0.502
C -2.052 -1.789 1.556
P 0.058 -0.563 -0.460
H -0.068 -0.197 -2.963
H 1.482 -0.792 -2.505
H 1.539 1.405 -1.320
H 1.523 2.688 0.062
H -0.675 1.587 0.809
H 1.453 0.360 1.630
H -2.892 -2.478 1.467
H -1.430 -2.232 2.297
H -2.065 -0.752 1.204
```

E_HOMO (spin up / spin down)   -8.3 / -8.3 eV
Energy above the lowest of the compared OMol25 structures with the same formula, charge and spin   521.9 kJ/mol
2S+1   1
Frontier orbital gap (spin up / spin down)   8.665 / 7.964 eV

For reference, the Mulliken charges in units of e are: atom 1 (C): -0.97, atom 2 (C): -0.39, atom 3 (C): -0.23, atom 4 (C): -0.20, atom 5 (C): -0.95, atom 6 (P): 0.02, atom 7 (H): 0.38, atom 8 (H): 0.43, atom 9 (H): 0.14, atom 10 (H): 0.24, atom 11 (H): 0.35, atom 12 (H): 0.25, atom 13 (H): 0.28, atom 14 (H): 0.28, atom 15 (H): 0.35



The following is a quantum chemistry calculation of an isolated molecule of C4H8N2 in a non-equilibrium geometry, from the Open Molecules 2025 dataset.

Structure (XYZ):
```
14
Properties=species:S:1:pos:R:3
H 3.274 0.358 0.119
N 2.263 0.363 -0.025
C 1.697 -0.755 0.121
C 0.042 -1.116 -0.035
C -0.624 -0.008 -0.046
C -0.408 1.438 -0.057
N -2.136 -0.674 0.087
H 2.251 -1.697 0.275
H -0.133 -2.161 0.140
H -0.181 1.769 -1.070
H 0.466 1.675 0.556
H -1.268 1.973 0.345
H -2.817 0.038 0.316
H -2.429 -1.203 -0.725
```

E_HOMO   -8.7 eV
Energy above the lowest of the compared OMol25 structures with the same formula, charge and spin   283.5 kJ/mol
2S+1   1
Frontier orbital gap   9.861 eV
SMILES   [H]/N=C/C=C(\C)N

For reference, the Mulliken charges in units of e are: atom 1 (H): 0.23, atom 2 (N): -0.56, atom 3 (C): -0.04, atom 4 (C): -0.37, atom 5 (C): 0.40, atom 6 (C): -1.05, atom 7 (N): -0.59, atom 8 (H): 0.30, atom 9 (H): 0.35, atom 10 (H): 0.23, atom 11 (H): 0.32, atom 12 (H): 0.35, atom 13 (H): 0.21, atom 14 (H): 0.22



The following is a quantum chemistry calculation of an isolated molecule of C6H6O, from the Open Molecules 2025 dataset.

Structure (XYZ):
```
13
Properties=species:S:1:pos:R:3
C -1.442 -1.673 -1.275
C -1.208 -0.757 -0.530
C 1.537 -0.156 0.299
C 0.378 -0.207 1.237
C -0.799 0.319 0.397
O -0.210 1.404 -0.297
C 1.122 0.954 -0.588
H -1.681 -2.477 -1.934
H 0.679 0.573 1.966
H 0.217 -1.137 1.785
H -1.663 0.686 0.956
H 1.223 0.722 -1.657
H 1.849 1.750 -0.360
```

E_HOMO   -9.1 eV
Energy above the lowest of the compared OMol25 structures with the same formula, charge and spin   544.5 kJ/mol
2S+1   1
Frontier orbital gap   8.929 eV

For reference, the Mulliken charges in units of e are: atom 1 (C): 0.26, atom 2 (C): -0.84, atom 3 (C): -0.45, atom 4 (C): -0.47, atom 5 (C): 0.13, atom 6 (O): -0.45, atom 7 (C): -0.33, atom 8 (H): 0.42, atom 9 (H): 0.28, atom 10 (H): 0.41, atom 11 (H): 0.36, atom 12 (H): 0.33, atom 13 (H): 0.35



The following is a quantum chemistry calculation of an isolated molecule of C4H5NO2S in a non-equilibrium geometry, from the Open Molecules 2025 dataset.

Structure (XYZ):
```
13
Properties=species:S:1:pos:R:3
O 1.106 1.800 -0.161
C 0.069 0.941 -0.366
C -1.141 1.067 0.532
O -2.268 0.223 0.052
N -1.922 -1.061 -0.245
C -0.735 -1.392 -0.161
C 0.423 -0.490 -0.017
S 2.015 -0.757 0.178
H 1.875 1.435 -0.921
H -0.205 0.897 -1.481
H -1.591 2.106 0.690
H -0.649 0.587 1.568
H -0.614 -2.433 -0.042
```

E_HOMO   -9.2 eV
Energy above the lowest of the compared OMol25 structures with the same formula, charge and spin   511.3 kJ/mol
2S+1   1
Frontier orbital gap   8.030 eV
SMILES   O[C@@H]1CON=CC1=S

For reference, the Mulliken charges in units of e are: atom 1 (O): -0.56, atom 2 (C): 0.27, atom 3 (C): -0.53, atom 4 (O): -0.21, atom 5 (N): -0.33, atom 6 (C): -0.18, atom 7 (C): 0.08, atom 8 (S): -0.27, atom 9 (H): 0.39, atom 10 (H): 0.23, atom 11 (H): 0.34, atom 12 (H): 0.30, atom 13 (H): 0.46



The following is a quantum chemistry calculation of a structure of composition C25H31N3O3RuS4 in a non-equilibrium geometry, from the Open Molecules 2025 dataset.

Structure (XYZ):
```
67
Properties=species:S:1:pos:R:3
Ru 0.405 0.415 -0.729
C 1.938 -1.488 -4.761
C 1.800 -0.972 -3.367
S 0.235 -0.560 -2.881
C 2.875 -0.832 -2.487
C 4.268 -1.274 -2.776
S 2.642 -0.089 -0.975
H 1.021 -1.315 -5.318
H 2.141 -2.561 -4.757
H 2.759 -0.997 -5.283
H 4.432 -1.429 -3.840
H 4.473 -2.217 -2.265
H 4.983 -0.544 -2.399
O 0.933 1.085 1.330
S 1.462 1.193 2.748
C 0.725 -0.246 3.648
C 0.361 -1.392 2.713
C -1.141 -1.468 2.420
C -1.551 -2.791 1.797
S -1.154 -2.902 -0.008
O -0.122 -1.844 -0.291
C -2.742 -2.265 -0.596
C -2.878 -0.954 -1.008
C -4.123 -0.489 -1.405
C -5.216 -1.342 -1.394
C -5.063 -2.668 -1.010
C -3.821 -3.138 -0.615
C 3.179 0.682 2.849
C 3.660 -0.503 2.314
C 4.979 -0.855 2.546
C 5.800 -0.037 3.312
C 5.311 1.151 3.833
C 3.994 1.519 3.599
H -0.145 0.157 4.167
H 1.465 -0.531 4.393
H 0.694 -2.332 3.156
H 0.894 -1.286 1.767
H -1.438 -0.637 1.770
H -1.694 -1.362 3.356
H -2.623 -2.957 1.876
H -1.036 -3.625 2.274
H -2.013 -0.296 -1.017
H -4.234 0.537 -1.727
H -6.190 -0.981 -1.694
H -5.910 -3.338 -1.023
H -3.695 -4.172 -0.321
H 3.024 -1.149 1.728
H 5.361 -1.781 2.138
H 6.823 -0.327 3.501
H 5.951 1.792 4.422
H 3.604 2.444 4.002
C -2.311 3.669 -3.591
N -2.249 3.368 -2.166
C -3.126 3.889 -1.277
C -3.044 3.612 0.047
C -2.017 2.726 0.475
N -1.210 2.159 -0.423
C -1.257 2.518 -1.727
O -0.410 2.062 -2.502
N -1.847 2.399 1.756
H -3.263 4.136 -3.826
H -2.202 2.745 -4.156
H -1.499 4.339 -3.874
H -3.892 4.539 -1.673
H -3.730 4.041 0.759
H -2.324 2.909 2.479
H -1.025 1.859 1.983
```

E_HOMO (spin up / spin down)   -14.0 / -14.0 eV
Energy above the lowest of the compared OMol25 structures with the same formula, charge and spin   157.7 kJ/mol
2S+1   1
Frontier orbital gap (spin up / spin down)   6.286 / 6.265 eV
Net charge   +2

For reference, the Mulliken charges in units of e are: atom 1 (Ru): 0.75, atom 2 (C): -1.65, atom 3 (C): 0.79, atom 4 (S): -0.12, atom 5 (C): 0.57, atom 6 (C): -1.33, atom 7 (S): -0.05, atom 8 (H): 0.47, atom 9 (H): 0.36, atom 10 (H): 0.42, atom 11 (H): 0.40, atom 12 (H): 0.31, atom 13 (H): 0.41, atom 14 (O): -0.64, atom 15 (S): -0.03, atom 16 (C): -1.08, atom 17 (C): 0.01, atom 18 (C): -0.22, atom 19 (C): -1.11, atom 20 (S): 0.01, atom 21 (O): -0.09, atom 22 (C): 0.33, atom 23 (C): 0.40, atom 24 (C): -0.63, atom 25 (C): -0.64, atom 26 (C): -0.58, atom 27 (C): -0.67, atom 28 (C): 0.61, atom 29 (C): -0.01, atom 30 (C): -1.01, atom 31 (C): -0.46, atom 32 (C): -0.68, atom 33 (C): -0.48, atom 34 (H): 0.55, atom 35 (H): 0.58, atom 36 (H): 0.59, atom 37 (H): -0.20, atom 38 (H): -0.29, atom 39 (H): 0.59, atom 40 (H): 0.57, atom 41 (H): 0.53, atom 42 (H): 0.47, atom 43 (H): 0.47, atom 44 (H): 0.43, atom 45 (H): 0.41, atom 46 (H): 0.50, atom 47 (H): 0.50, atom 48 (H): 0.45, atom 49 (H): 0.42, atom 50 (H): 0.42, atom 51 (H): 0.44, atom 52 (C): -0.94, atom 53 (N): 0.14, atom 54 (C): -0.07, atom 55 (C): -1.15, atom 56 (C): 0.74, atom 57 (N): 0.06, atom 58 (C): 0.20, atom 59 (O): -0.70, atom 60 (N): -0.29, atom 61 (H): 0.34, atom 62 (H): 0.33, atom 63 (H): 0.33, atom 64 (H): 0.41, atom 65 (H): 0.44, atom 66 (H): 0.24, atom 67 (H): 0.10



The following is a quantum chemistry calculation of a structure of composition C10H19NO14Sr in a non-equilibrium geometry, from the Open Molecules 2025 dataset.

Structure (XYZ):
```
45
Properties=species:S:1:pos:R:3
Sr 0.641 0.307 -0.355
O -3.844 0.487 -0.908
C -2.901 0.703 -1.897
O -1.672 0.776 -1.555
O -3.238 0.656 -3.086
H -4.456 0.085 -1.561
O 4.654 -1.538 -1.103
C 3.454 -1.116 -0.574
O 2.435 -1.838 -0.597
O 3.169 0.083 -0.316
H 5.066 -0.658 -1.119
O 1.956 4.568 -1.514
C 1.352 3.306 -1.439
O 1.071 2.842 -0.311
O 1.106 2.747 -2.493
H 1.925 4.626 -0.534
O 1.722 -2.135 -3.612
C 0.841 -1.133 -3.877
O 0.159 -1.049 -4.918
O 0.801 -0.223 -2.982
H 2.211 -1.813 -2.844
C -0.796 -3.119 -1.034
O -0.799 -2.007 -0.170
C -1.982 -2.088 0.672
C -1.817 -1.017 1.785
N -1.796 0.365 1.274
C -1.588 1.326 2.338
C -0.268 1.188 3.061
O 0.904 0.929 2.243
C 2.080 1.326 2.917
H 0.212 -3.425 -1.308
H -1.356 -2.982 -1.967
H -1.342 -4.010 -0.695
H -2.022 -3.020 1.236
H -2.921 -1.776 0.211
H -0.818 -1.134 2.208
H -2.637 -1.166 2.500
H -2.526 0.588 0.611
H -2.414 1.143 3.043
H -1.668 2.322 1.904
H -0.181 0.462 3.878
H -0.046 2.112 3.606
H 2.929 1.306 2.233
H 2.277 0.641 3.748
H 2.123 2.350 3.300
```

E_HOMO   -1.2 eV
Energy above the lowest of the compared OMol25 structures with the same formula, charge and spin   149.8 kJ/mol
2S+1   1
Frontier orbital gap   5.433 eV
Net charge   -2

For reference, the Mulliken charges in units of e are: atom 1 (Sr): 1.69, atom 2 (O): -0.60, atom 3 (C): 0.44, atom 4 (O): -0.51, atom 5 (O): -0.71, atom 6 (H): 0.26, atom 7 (O): -0.50, atom 8 (C): 0.69, atom 9 (O): -0.72, atom 10 (O): -0.74, atom 11 (H): 0.30, atom 12 (O): -0.56, atom 13 (C): 0.67, atom 14 (O): -0.73, atom 15 (O): -0.58, atom 16 (H): 0.28, atom 17 (O): -0.59, atom 18 (C): 0.47, atom 19 (O): -0.77, atom 20 (O): -0.50, atom 21 (H): 0.32, atom 22 (C): -1.03, atom 23 (O): 0.25, atom 24 (C): -0.69, atom 25 (C): -0.81, atom 26 (N): 0.18, atom 27 (C): -1.04, atom 28 (C): -0.75, atom 29 (O): 0.17, atom 30 (C): -1.02, atom 31 (H): 0.25, atom 32 (H): 0.32, atom 33 (H): 0.35, atom 34 (H): 0.51, atom 35 (H): 0.32, atom 36 (H): 0.33, atom 37 (H): 0.29, atom 38 (H): 0.08, atom 39 (H): 0.37, atom 40 (H): 0.40, atom 41 (H): 0.49, atom 42 (H): 0.48, atom 43 (H): 0.24, atom 44 (H): 0.35, atom 45 (H): 0.34